[1]
Density functional theory data (ωB97M-V/def2-TZVPD) for a structure of composition C33H29NO4P2Pt.

Element x y z (Å)
H 3.6290 -0.3958 -0.9031
H 4.6247 2.1351 2.4025
C -1.9456 -0.8047 3.3517
C 3.9048 1.5214 1.8762
N -0.2198 -1.7195 0.7465
C 3.0955 -4.0563 -1.6396
C -2.7905 1.0630 2.0637
H 2.3534 1.8384 3.3295
H -3.1792 1.6045 5.3772
H 4.3503 5.1272 -0.0077
O 0.0372 3.5813 1.3615
Pt -0.9061 0.2863 -1.2257
H 0.4350 -1.6761 -3.1338
C -2.9328 -2.3180 0.2617
C -5.1223 -3.2645 0.5239
C 2.9758 3.0808 -2.3498
H -6.0998 -3.2605 0.9871
C 1.7630 2.7442 -1.7076
C -2.6281 2.4810 -2.8401
C -4.1961 -2.2895 0.8566
H -1.6223 -3.3216 -1.1320
C 3.9114 3.9313 -1.7409
O 2.1549 4.6467 1.2840
C -2.9019 1.1000 4.4609
C -2.3002 -0.1526 4.5197
H -1.4903 -1.7875 3.4007
H 3.1826 2.6770 -3.3321
H 3.1011 -4.9940 -3.5668
H -4.4419 -1.5222 1.5801
H -3.5348 2.7290 -3.3910
H -2.6008 2.9818 -1.8735
H -5.5206 -5.0110 -0.6499
C 1.7068 0.5552 1.7427
H -2.9628 1.5413 1.1076
C -2.6048 -3.3051 -0.6742
C -4.7937 -4.2505 -0.3969
C 3.3475 0.0998 0.0193
C 2.0694 -0.0774 0.5491
C 2.4238 4.1471 0.1725
H 3.8422 -4.7225 -1.2288
O -3.3040 0.1479 -2.9637
C 1.7224 -3.3561 -3.4976
H -3.2935 -5.0494 -1.7080
C 1.4723 3.2450 -0.4754
C 3.6606 4.4585 -0.5059
C 2.5602 -3.0504 -0.8539
H 0.0175 -2.5241 1.3139
H 0.9022 4.1620 1.5102
H 1.4047 -3.4774 -4.5246
H 4.8294 4.1742 -2.2588
C -2.1903 -0.1931 2.1205
C -2.5713 0.9925 -2.6195
C 1.1779 -2.3482 -2.7177
H -2.1154 -0.6229 5.4762
C -3.1496 1.7071 3.2383
C 4.2651 0.8933 0.6912
H -3.6153 2.6824 3.1998
P -1.7568 -1.0253 0.5960
H 0.7137 0.4194 2.1567
H 1.0582 2.0915 -2.2072
C 1.5957 -2.1957 -1.3950
C -3.5384 -4.2739 -0.9950
C 2.6268 1.3535 2.4015
H -1.7439 2.7852 -3.3999
C 2.6765 -4.2074 -2.9571
P 0.8160 -0.9684 -0.3624
H 5.2660 1.0092 0.2958
O -0.6886 2.1865 -0.1604
C 0.1950 2.9657 0.2506
H 2.8927 -2.9246 0.1704

Properties
Energy relative to the best compared isomer or geometry (same formula, charge and spin): 0.00 kcal/mol
HOMO level (alpha / beta): -13.18 / -14.51 eV
E: -2432.100386 hartree
Spin multiplicity: 5
Charge: +2
Orbital gap (alpha / beta): 7.763 / 6.198 eV

Partial charges, Mulliken, in e: number 1, H, carries 0.554; number 2, H, carries 0.482; number 3, C, carries -0.156; number 4, C, carries -0.638; number 5, N, carries 0.284; number 6, C, carries -0.814; number 7, C, carries -0.078; number 8, H, carries 0.500; number 9, H, carries 0.429; number 10, H, carries 0.529; number 11, O, carries -0.550; number 12, Pt, carries 2.528; number 13, H, carries 0.319; number 14, C, carries 0.915; number 15, C, carries -0.764; number 16, C, carries -0.807; number 17, H, carries 0.433; number 18, C, carries 0.042; number 19, C, carries -0.946; number 20, C, carries -0.653; number 21, H, carries 0.314; number 22, C, carries -0.569; number 23, O, carries -0.689; number 24, C, carries -0.480; number 25, C, carries -0.822; number 26, H, carries 0.408; number 27, H, carries 0.472; number 28, H, carries 0.427; number 29, H, carries 0.431; number 30, H, carries 0.395; number 31, H, carries 0.191; number 32, H, carries 0.412; number 33, C, carries -0.592; number 34, H, carries 0.359; number 35, C, carries -0.435; number 36, C, carries -0.522; number 37, C, carries -0.992; number 38, C, carries 1.011; number 39, C, carries 0.368; number 40, H, carries 0.433; number 41, O, carries -0.281; number 42, C, carries -0.740; number 43, H, carries 0.447; number 44, C, carries 0.660; number 45, C, carries -0.545; number 46, C, carries -0.187; number 47, H, carries 0.306; number 48, H, carries 0.442; number 49, H, carries 0.445; number 50, H, carries 0.467; number 51, C, carries 0.634; number 52, C, carries 0.506; number 53, C, carries -0.516; number 54, H, carries 0.443; number 55, C, carries -0.806; number 56, C, carries -0.814; number 57, H, carries 0.447; number 58, P, carries -0.379; number 59, H, carries 0.300; number 60, H, carries 0.460; number 61, C, carries 0.685; number 62, C, carries -0.793; number 63, C, carries -0.620; number 64, H, carries 0.309; number 65, C, carries -0.504; number 66, P, carries -0.059; number 67, H, carries 0.461; number 68, O, carries -0.750; number 69, C, carries -0.195; number 70, H, carries 0.448


[2]
Density functional theory data (ωB97M-V/def2-TZVPD) for the molecule C3H6OS in a non-equilibrium geometry.

Element x y z (Å)
H 0.1686 0.9914 -2.0774
S 0.8610 -0.8671 -0.5131
H -1.3421 -1.5663 0.8942
C 0.2810 0.8775 -0.8953
H 1.0205 1.3860 -0.2895
H -0.0928 1.6285 1.5989
C -0.7355 0.6771 1.1111
H -1.9204 0.7197 1.5564
H 0.1641 -1.2898 1.8268
C -0.3748 -0.8703 1.0158
O -0.8497 0.9873 -0.3362

Properties
Energy relative to the best compared isomer or geometry (same formula, charge and spin): 66.29 kcal/mol
HOMO level: -8.55 eV
E: -591.227364 hartree
SMILES: C1CSCO1
Charge: 0
Orbital gap: 9.461 eV

Partial charges, Mulliken, in e: number 1, H, carries 0.283; number 2, S, carries -0.202; number 3, H, carries 0.252; number 4, C, carries -0.255; number 5, H, carries 0.265; number 6, H, carries 0.274; number 7, C, carries -0.420; number 8, H, carries 0.215; number 9, H, carries 0.365; number 10, C, carries -0.469; number 11, O, carries -0.307


[3]
Density functional theory data (ωB97M-V/def2-TZVPD) for a cluster of 2 separate species, C7H17N2PS in total in a non-equilibrium geometry.

Element x y z (Å)
H -2.5025 -3.4500 0.5071
H -2.6715 -0.0628 -1.6247
C 0.0260 1.5199 -0.8359
H -0.4726 4.7355 -1.7086
C 0.3053 3.9202 -1.7449
H 3.3791 -3.2531 2.9762
N 0.1292 -2.1618 2.6365
C -1.9543 -1.5947 -0.6954
H 1.9730 -3.4891 3.9292
H -1.8498 1.0551 0.1292
H 0.8758 4.0590 -0.7850
H -1.6055 2.8263 -1.4414
H 0.2398 2.1288 0.1315
S 2.0887 -2.2037 0.2579
C -1.6212 -0.3538 -1.3672
H -0.0299 -3.1019 2.1234
H 1.0197 1.1641 -1.2234
H -0.5336 2.5198 -2.9177
H -1.0402 -0.4700 -2.2538
C -2.1504 -2.5673 -0.0507
C -0.5455 2.6118 -1.8113
H 3.4469 -2.3050 0.5046
P 1.7635 -1.6480 2.3195
H 1.0254 4.1716 -2.5503
H -0.3207 -0.0691 0.4691
C -0.9643 0.5061 -0.2722
N 2.3734 -3.0664 3.0515
H -0.3839 -1.4213 2.2469

Properties
Energy relative to the best compared isomer or geometry (same formula, charge and spin): 65.37 kcal/mol
HOMO level: -8.38 eV
E: -1125.870024 hartree
SMILES: C#CCCCCC.NP(N)S
Charge: 0
Orbital gap: 9.146 eV

Partial charges, Mulliken, in e: number 1, H, carries 0.402; number 2, H, carries 0.227; number 3, C, carries -0.711; number 4, H, carries 0.277; number 5, C, carries -1.084; number 6, H, carries 0.182; number 7, N, carries -0.708; number 8, C, carries -0.620; number 9, H, carries 0.240; number 10, H, carries 0.349; number 11, H, carries 0.293; number 12, H, carries 0.232; number 13, H, carries 0.305; number 14, S, carries -0.279; number 15, C, carries -0.602; number 16, H, carries 0.338; number 17, H, carries 0.269; number 18, H, carries 0.291; number 19, H, carries 0.389; number 20, C, carries 0.165; number 21, C, carries -0.170; number 22, H, carries 0.115; number 23, P, carries 0.240; number 24, H, carries 0.312; number 25, H, carries -0.488; number 26, C, carries 0.131; number 27, N, carries -0.430; number 28, H, carries 0.337


[4]
Density functional theory data (ωB97M-V/def2-TZVPD) for the molecule C22H26N2O3S2 in a non-equilibrium geometry.

Element x y z (Å)
O 2.7722 -2.9824 1.3763
H -0.3030 0.1131 1.2163
C -6.5279 0.4081 1.3390
H -3.0367 -1.0158 -1.0236
C -5.4154 0.6513 0.5418
C 4.3000 -1.2678 0.0807
C 0.3524 -1.7564 0.3889
H -6.9199 1.2086 1.9499
H 7.0900 -0.5512 -1.6714
C 5.2559 -1.3623 -0.9155
C 1.5848 -0.6174 -1.3360
H 5.1378 -2.1136 -1.6801
C 0.6146 0.5579 -1.3097
H -7.9977 -1.0059 1.9785
C -3.7131 -0.1718 -1.1502
H -3.3583 3.1056 -0.7047
C 7.6816 2.6275 1.4283
C 4.4078 -0.3254 1.0839
O 2.9304 -3.2056 -1.0697
H -5.5111 2.7888 0.6255
C 6.3309 -0.4979 -0.9062
O -1.2715 2.3946 -0.4835
H -4.0880 2.0824 1.3952
C -3.9494 2.1900 -0.7436
H 0.9647 1.3105 -0.6033
C -4.9077 -0.3767 -0.2461
H 0.5648 1.0163 -2.2983
H -1.6173 -1.0028 0.8155
H 5.5556 1.2785 1.8854
H 0.5052 -2.2328 1.3581
C -7.1331 -0.8337 1.3553
H -0.0064 -2.5175 -0.3223
C -0.6533 -0.6138 0.4822
N 1.6378 -1.2357 -0.0291
H 1.2790 -1.3531 -2.0958
C -4.7596 2.0029 0.5350
N -3.0351 1.0756 -0.8957
C -6.6285 -1.8548 0.5667
C 5.4820 0.5460 1.0984
H -5.1249 -2.4172 -0.8443
S 7.8562 1.5139 0.0044
S 2.8874 -2.3576 0.0912
C -0.7758 0.0860 -0.8783
H -7.0955 -2.8280 0.5716
C 6.4486 0.4635 0.1001
H -1.1500 -0.6148 -1.6297
H -4.0663 -0.1807 -2.1947
H 6.7659 3.2043 1.3393
H 3.6467 -0.2869 1.8461
C -5.5219 -1.6235 -0.2273
H 7.7055 2.0574 2.3521
H -4.6160 2.2203 -1.6124
H 8.5396 3.2911 1.3838
H 2.5942 -0.2781 -1.5789
C -1.7083 1.2867 -0.7392

Properties
HOMO level: -8.51 eV
E: -1985.563263 hartree
SMILES: CSc1ccc(S(=O)(=O)N2CCC(C(=O)N3CCc4ccccc4C3)CC2)cc1
Charge: 0
Orbital gap: 9.117 eV

Partial charges, Mulliken, in e: number 1, O, carries -0.750; number 2, H, carries 0.327; number 3, C, carries -0.641; number 4, H, carries 0.428; number 5, C, carries 0.693; number 6, C, carries -0.390; number 7, C, carries -0.917; number 8, H, carries 0.430; number 9, H, carries 0.374; number 10, C, carries -0.214; number 11, C, carries -0.629; number 12, H, carries 0.477; number 13, C, carries -1.114; number 14, H, carries 0.388; number 15, C, carries -1.098; number 16, H, carries 0.455; number 17, C, carries -0.891; number 18, C, carries -0.834; number 19, O, carries -0.722; number 20, H, carries 0.454; number 21, C, carries -0.870; number 22, O, carries -0.699; number 23, H, carries 0.304; number 24, C, carries -1.175; number 25, H, carries 0.265; number 26, C, carries 0.967; number 27, H, carries 0.439; number 28, H, carries 0.326; number 29, H, carries 0.329; number 30, H, carries 0.503; number 31, C, carries -0.596; number 32, H, carries 0.371; number 33, C, carries -0.481; number 34, N, carries 0.157; number 35, H, carries 0.312; number 36, C, carries -0.903; number 37, N, carries 0.162; number 38, C, carries -0.566; number 39, C, carries -0.316; number 40, H, carries 0.425; number 41, S, carries -0.042; number 42, S, carries 1.398; number 43, C, carries 0.336; number 44, H, carries 0.397; number 45, C, carries 0.957; number 46, H, carries 0.414; number 47, H, carries 0.242; number 48, H, carries 0.292; number 49, H, carries 0.407; number 50, C, carries -0.807; number 51, H, carries 0.288; number 52, H, carries 0.430; number 53, H, carries 0.373; number 54, H, carries 0.532; number 55, C, carries 0.003


[5]
Density functional theory data (ωB97M-V/def2-TZVPD) for a structure of composition C11H31O13S2V in a non-equilibrium geometry.

Element x y z (Å)
H 4.4441 0.1334 0.9972
H 3.4395 -5.4213 5.3462
H 7.9643 -2.3097 1.4369
C 4.9546 -1.0414 5.3722
C 8.9397 -7.3992 2.9142
C 1.6645 -7.4548 5.2503
S 3.1869 -6.7992 7.3261
H 3.2673 -0.9951 -1.5992
H 4.7915 -6.5325 5.4276
O 8.1206 -0.6665 -0.9310
O 4.3669 -2.3440 5.4135
H 2.4314 -8.2099 5.0777
O 5.6442 -0.4468 -0.6346
H 7.7508 -8.4980 0.4096
H 5.0055 -0.7702 6.4268
H 4.4175 -1.5488 0.5689
H 0.1526 -8.6806 6.0145
V 2.4345 -4.5004 1.7247
H 7.1792 -4.1480 3.2368
H 5.8843 -0.9936 4.8052
C 3.3261 -0.2784 -0.7801
H 5.3063 -7.8206 -0.3243
H 4.6536 -4.9891 6.3375
O 6.8829 -8.8847 0.5466
H 6.3166 -5.3660 4.2697
O 4.2826 -5.6022 2.3580
O 3.8615 -8.1223 7.4176
H 6.4118 -2.7415 0.4834
O 9.1828 -6.6370 4.1258
O 4.4871 -3.5403 2.5702
H 6.3456 -6.9125 0.6209
H 9.1133 -7.2096 4.8932
H 9.5616 -8.2859 3.0371
C 4.1399 -5.9000 6.0305
H 5.1024 -8.0953 1.3174
O 1.6308 -4.6424 3.0492
H 3.5368 0.6764 -1.2618
C 0.4042 -8.2202 5.0591
C 6.9644 -2.0341 1.1017
H -0.4285 -7.6134 4.7033
C 6.3900 -4.8982 3.2880
O 3.0876 -5.9045 8.5103
C 4.4798 -0.5462 0.1457
H 9.1310 -6.8916 1.9688
H 1.8466 -6.8121 4.3889
H 0.5744 -9.0625 4.3886
O 1.7193 -6.9331 6.5721
O 7.3858 0.6667 1.0524
H 2.4081 -0.2036 -0.1972
O 1.9704 -3.1452 0.9946
H 7.9181 -7.7686 2.8245
C 5.0462 -4.6803 2.7162
H 4.4996 -2.8543 4.6113
S 7.1468 -0.4386 0.1265
H 6.8660 -5.6875 2.7061
C 5.8922 -7.9032 0.5912
H 4.2244 -0.3400 4.9685
H 6.4070 -1.7789 2.0029

Properties
HOMO level: -10.30 eV
E: -3156.049760 hartree
Charge: 0
Orbital gap: 7.209 eV

Partial charges, Mulliken, in e: number 1, H, carries 0.297; number 2, H, carries 0.155; number 3, H, carries 0.475; number 4, C, carries -0.624; number 5, C, carries -0.693; number 6, C, carries 0.239; number 7, S, carries 1.114; number 8, H, carries 0.306; number 9, H, carries 0.364; number 10, O, carries -0.607; number 11, O, carries -0.511; number 12, H, carries 0.340; number 13, O, carries -0.336; number 14, H, carries 0.338; number 15, H, carries 0.278; number 16, H, carries -0.131; number 17, H, carries 0.367; number 18, V, carries 1.274; number 19, H, carries 0.387; number 20, H, carries 0.229; number 21, C, carries -1.385; number 22, H, carries 0.370; number 23, H, carries 0.577; number 24, O, carries -0.569; number 25, H, carries 0.293; number 26, O, carries -0.558; number 27, O, carries -0.609; number 28, H, carries 0.356; number 29, O, carries -0.525; number 30, O, carries -0.531; number 31, H, carries 0.149; number 32, H, carries 0.303; number 33, H, carries 0.366; number 34, C, carries -1.009; number 35, H, carries 0.228; number 36, O, carries -0.547; number 37, H, carries 0.420; number 38, C, carries -1.359; number 39, C, carries -1.020; number 40, H, carries 0.293; number 41, C, carries -0.648; number 42, O, carries -0.596; number 43, C, carries 0.486; number 44, H, carries 0.289; number 45, H, carries 0.076; number 46, H, carries 0.361; number 47, O, carries -0.337; number 48, O, carries -0.593; number 49, H, carries 0.360; number 50, O, carries -0.572; number 51, H, carries 0.273; number 52, C, carries 1.252; number 53, H, carries 0.193; number 54, S, carries 1.091; number 55, H, carries -0.136; number 56, C, carries -0.532; number 57, H, carries 0.265; number 58, H, carries 0.266


Which of these has the highest charge? C33H29NO4P2Pt


Which value of charge does entry 1 give? +2


Among the records above, which one has the highest charge? C33H29NO4P2Pt